1.
# C19H21N3O5

C19H21N3O5 in the gas phase (wB97M-V/def2-TZVPD, the Open Molecules 2025 dataset).

Structure (XYZ):
```
48
Properties=species:S:1:pos:R:3
O 3.256 4.857 4.315
O -4.494 -1.456 -1.238
N 1.651 -0.300 -3.252
O -2.027 -2.859 -2.885
O 1.232 3.212 1.176
O 1.545 0.359 0.686
C 3.003 4.435 3.216
C -3.744 -2.490 -1.154
C 0.598 -0.876 -3.735
C 1.575 0.266 -2.092
C 4.050 0.838 3.305
C 3.373 0.326 2.212
C 3.769 2.117 3.639
C -0.815 -0.204 -1.893
C 2.361 1.136 1.568
C 2.193 2.460 1.869
C 3.023 2.931 2.855
C -0.655 -0.890 -3.115
C 0.348 0.368 -1.344
N 2.646 5.530 2.425
N -3.307 -3.048 0.049
C -3.414 -3.033 -2.577
C -1.893 -1.650 -3.667
C -3.680 -2.438 1.292
C -2.134 -3.942 0.006
C 0.734 2.632 -0.042
C 0.450 1.044 0.050
H 0.617 -1.469 -4.543
H 2.567 0.711 -1.660
H 4.532 0.070 4.065
H 3.517 -0.717 2.024
H 4.063 2.431 4.630
H -1.850 -0.215 -1.459
H 2.127 5.389 1.576
H 2.851 6.448 2.809
H -3.573 -4.146 -2.444
H -4.178 -2.626 -3.264
H -2.807 -1.007 -3.512
H -1.651 -1.878 -4.732
H -4.695 -1.977 1.430
H -3.525 -3.110 2.112
H -2.973 -1.622 1.597
H -2.194 -4.785 -0.649
H -1.290 -3.370 -0.185
H -1.964 -4.295 1.053
H 1.472 2.982 -0.722
H -0.154 3.113 -0.447
H -0.535 0.749 0.653
```

Properties
multiplicity	1
ΔE to the lowest compared entry with this formula, charge and spin	684.37	kJ/mol
E_tot	-1276.95336	a.u.
total charge	0
molar mass	371.39	g/mol
LUMO level	0.0195	Ha

Atom charges from the Mulliken analysis, given in e for atoms 1 to 5: -0.63 -0.67 -0.63 -0.28 -0.47

=====

2.
# C19H21N3O5S

C19H21N3O5S in the gas phase (wB97M-V/def2-TZVPD, the Open Molecules 2025 dataset).

Structure (XYZ):
```
49
Properties=species:S:1:pos:R:3
C 4.847 3.723 0.186
C 3.897 2.659 0.711
O 2.578 3.174 0.606
C 1.538 2.353 0.846
C 1.621 1.105 1.459
C 0.484 0.341 1.652
C -0.753 0.797 1.221
C -0.849 2.057 0.634
C 0.280 2.825 0.462
H 0.217 3.801 0.007
H -1.804 2.440 0.316
N -1.908 -0.031 1.323
C -1.870 -1.405 1.183
O -0.879 -2.086 1.105
C -3.312 -1.929 1.140
N -3.668 -2.592 -0.106
H -3.181 -3.481 -0.152
C -3.442 -1.862 -1.349
C -1.981 -1.617 -1.647
C -1.464 -0.329 -1.672
C -0.095 -0.125 -1.740
C 0.740 -1.218 -1.794
C 0.246 -2.506 -1.853
C -1.119 -2.703 -1.787
H -1.520 -3.706 -1.808
H 0.938 -3.329 -1.920
S 2.497 -1.005 -1.663
O 2.803 0.372 -1.377
O 3.187 -1.635 -2.748
N 2.786 -1.951 -0.308
H 2.514 -1.480 0.540
H 3.737 -2.279 -0.268
H 0.335 0.864 -1.714
H -2.130 0.520 -1.604
H -3.894 -2.466 -2.142
H -3.979 -0.912 -1.302
C -4.162 -0.701 1.439
C -3.197 0.463 1.489
O -3.485 1.615 1.666
H -4.676 -0.771 2.398
H -4.924 -0.527 0.680
H -3.417 -2.688 1.923
H 0.565 -0.620 2.133
H 2.571 0.725 1.798
H 3.972 1.746 0.108
H 4.129 2.430 1.761
H 5.872 3.373 0.261
H 4.738 4.639 0.761
H 4.619 3.936 -0.855
```

Properties
multiplicity	1
ΔE to the lowest compared entry with this formula, charge and spin	85.15	kJ/mol
E_tot	-1675.30747	a.u.
total charge	0
molar mass	403.46	g/mol
LUMO level	0.0130	Ha

Atom charges from the Mulliken analysis, given in e for atoms 1 to 5: -1.49 0.08 -0.45 0.73 -0.27

=====

3.
# C19H21N5O3S

C19H21N5O3S in the gas phase (wB97M-V/def2-TZVPD, the Open Molecules 2025 dataset).

Structure (XYZ):
```
49
Properties=species:S:1:pos:R:3
C -5.605 -2.790 -0.545
O -5.589 -1.433 -0.920
C -4.582 -0.598 -0.528
C -4.814 0.745 -0.811
C -3.909 1.738 -0.500
C -2.719 1.387 0.120
C -2.463 0.049 0.409
C -3.369 -0.953 0.096
O -3.128 -2.279 0.364
C -1.956 -2.623 1.061
H -1.055 -2.370 0.493
H -2.005 -3.703 1.192
H -1.913 -2.141 2.042
H -1.525 -0.196 0.882
N -1.729 2.304 0.489
C -1.689 3.634 0.276
O -2.536 4.313 -0.262
C -0.404 4.265 0.826
H -0.129 3.858 1.798
H -0.535 5.345 0.880
S 1.023 4.033 -0.280
C 1.511 2.418 0.141
N 0.891 1.563 0.917
N 1.604 0.431 0.931
C 2.674 0.587 0.194
N 2.659 1.860 -0.338
N 3.602 2.467 -1.157
H 3.420 3.468 -1.177
H 3.549 2.096 -2.104
C 3.708 -0.405 -0.040
C 5.014 0.013 -0.298
C 6.020 -0.908 -0.509
C 5.733 -2.261 -0.469
C 4.440 -2.681 -0.212
C 3.411 -1.776 0.011
C 2.029 -2.271 0.288
H 1.745 -2.026 1.309
H 1.310 -1.785 -0.370
H 1.971 -3.348 0.147
H 4.221 -3.739 -0.181
H 6.513 -2.989 -0.636
H 7.027 -0.569 -0.702
H 5.238 1.068 -0.319
H -0.888 1.877 0.895
H -4.119 2.768 -0.731
H -5.748 0.989 -1.292
H -4.785 -3.349 -1.002
H -5.561 -2.911 0.540
H -6.556 -3.174 -0.914
```

Properties
multiplicity	1
ΔE to the lowest compared entry with this formula, charge and spin	370.64	kJ/mol
E_tot	-1634.27077	a.u.
total charge	0
molar mass	399.48	g/mol
LUMO level	0.0103	Ha

Atom charges from the Mulliken analysis, given in e for atoms 1 to 5: -0.71 -0.47 0.16 -0.70 -0.70